CF4NO2S2Zn as an isolated structure. Source: the Open Molecules 2025 dataset; level of theory: ωB97M-V with the def2-TZVPD basis set.

XYZ file:
```
11
Properties=species:S:1:pos:R:3:nbo_charge:R:1
Zn 1.94015 -1.58783 1.66404 1.69
F 2.21144 -0.64589 -1.20169 -0.64
N 0.24301 1.43391 -0.19961 -1.05
S 1.52046 1.10305 -1.09539 1.65
O 1.44691 1.78191 -2.38871 -0.76
S -0.24735 0.61926 1.10007 1.39
O 0.50989 -0.64410 1.54155 -1.23
C -1.65740 -0.34714 0.27294 0.81
F -2.39048 -0.84806 1.25280 -0.30
F -2.37495 0.46775 -0.47340 -0.27
F -1.20168 -1.33288 -0.47260 -0.29
```

The value obtained for the molar mass is 263.5 Da. The charge is +1.

***

CF4O3PPr as an isolated structure. Source: the Open Molecules 2025 dataset; level of theory: ωB97M-V with the def2-TZVPD basis set.

XYZ file:
```
10
Properties=species:S:1:pos:R:3:mulliken_spin:R:1
C -2.79418 -1.24294 0.19969 0.00
O -0.04916 0.96891 -0.11144 -0.02
O -1.93788 -2.04902 0.10346 0.00
O -3.88211 -0.85413 0.32388 0.00
Pr 0.57114 3.00512 -1.16992 2.03
P 1.22267 0.13356 0.15496 0.00
F 2.11957 1.28760 -0.96702 -0.01
F 2.26340 0.69754 1.21483 0.00
F 0.86302 -1.02653 1.19228 0.00
F 1.62353 -0.92010 -0.94073 0.00
```

The value obtained for the molar mass is 307.9 Da. The charge is +2. As for the spin multiplicity: 3. Its expectation value of S² is 2.0049.

***

Short version: E_tot = -3218.01814, -1521.10650 hartree, in the order given.